# 1
Entry from OMol25: a cluster of 7 separate species, C47H94FNO9 in total in a non-equilibrium geometry (the ωB97M-V functional and the def2-TZVPD basis).

The largest force on an atom is 1.37 eV/Å. As for the spin multiplicity: 1. The energy comes out at -2678.83302 Eh. The HOMO energy comes out at -8.846 eV.

Positions of all 152 atoms, in Å:
1 H -5.1727 -1.0479 -1.5100
2 O 3.2565 -0.6083 -4.8135
3 H 7.3571 2.5774 3.9012
4 H -11.8425 1.1653 3.1106
5 C -5.1996 -1.9096 -0.8516
6 C 9.4044 0.5079 4.4898
7 C 1.3207 0.5016 2.7964
8 C 0.3412 6.1916 -4.1738
9 H -0.7420 -2.5384 -3.3299
10 H 9.4049 -0.5885 4.5030
11 H 4.3243 -0.1059 1.4640
12 H 5.8177 2.1016 -4.1668
13 H 5.0512 -1.2548 -2.0184
14 H -1.3748 1.7667 -0.7661
15 H -1.7075 3.5520 -2.3563
16 H 6.7368 1.1245 -2.2794
17 C 0.8718 -2.2477 -1.9250
18 H 10.4155 0.8513 4.2693
19 H 1.3363 -1.9177 -3.9433
20 O -3.3999 1.5693 -1.1868
21 H -8.1616 -7.4944 -1.1017
22 H 2.1485 -0.0484 -0.2024
23 C 2.2436 -0.3721 0.8342
24 H 6.8065 1.8111 6.1322
25 H 3.9701 2.0212 -1.9394
26 H -6.4231 -5.8215 -0.8884
27 H 5.9645 0.1405 0.3712
28 H 4.8757 -4.8891 1.4137
29 H -5.3449 -1.7829 1.3278
30 C -4.2028 2.4212 -2.0142
31 H -4.2763 4.2476 -0.8870
32 H -3.9095 -3.5924 -0.6244
33 H -1.9613 -4.0658 -1.3672
34 H 8.6887 -3.9323 1.6316
35 C -11.5013 2.4540 4.8489
36 H -12.4393 2.9382 5.1156
37 C -2.6924 -2.0750 -1.5356
38 H -10.1489 -5.8636 -2.0138
39 H -0.5278 6.6905 -3.7313
40 C 5.2870 -5.5137 2.1937
41 C 4.0624 1.7984 -2.9966
42 H -8.5441 -5.7155 -2.7370
43 C 3.3475 0.3621 1.5833
44 H 7.4469 -4.3845 0.5005
45 C 0.7796 6.8829 -5.4581
46 H 4.5216 -5.8436 2.8786
47 O -7.5815 0.1657 0.2368
48 O 2.6358 -0.8646 -2.6654
49 C -9.1062 -5.6304 -1.8043
50 C 6.3906 -4.7545 2.9758
51 O -10.0104 2.1156 3.0425
52 C -1.5304 -3.0711 -1.3712
53 H 0.2880 6.2516 -7.5130
54 C 1.3363 -1.3351 -3.0342
55 H 6.0217 -4.5617 3.9749
56 H 0.7222 0.0226 3.5717
57 H 0.6923 4.1718 -6.3368
58 H 3.2425 1.1052 3.6571
59 H -6.0231 0.2990 1.6120
60 H -5.7981 -2.6670 -1.3396
61 C -0.1510 4.7656 -5.9676
62 C -8.0306 1.4831 0.5606
63 H -3.4847 -2.2748 0.4246
64 H -2.3500 -1.1049 -1.1944
65 C -3.7502 3.8452 -1.7561
66 H -7.0420 -5.8361 0.7743
67 C -6.2217 -0.0086 0.5869
68 H 0.6198 -0.5250 -3.1395
69 H 6.9280 0.1167 5.6467
70 F 5.6579 3.5578 -2.7526
71 H 9.0555 -2.4161 0.0064
72 C -8.4767 -6.5188 -0.7349
73 C -0.1000 6.1923 -6.4978
74 C 6.4810 0.2597 -1.6816
75 C -8.9189 -4.2437 -1.2033
76 H -9.9294 3.3791 6.0873
77 C -3.8075 -2.5139 -0.5831
78 C 7.3345 1.4901 4.0324
79 H -10.4824 4.3526 4.7212
80 C 7.3580 1.1111 5.5067
81 H -9.7502 -3.9814 -0.5405
82 C -5.9172 -1.4985 0.4533
83 H 3.0261 -0.6382 3.4693
84 H 8.8050 0.0414 -0.5126
85 H -4.0462 2.1321 -3.0590
86 H -11.4090 1.5405 5.4401
87 N 4.4937 0.3911 -3.1613
88 H 9.2317 2.0886 5.9489
89 H 6.6049 1.7007 -0.0469
90 C 3.4091 -0.3833 -3.6455
91 O 1.0262 -0.0987 1.5333
92 H 1.1304 6.1479 -3.4245
93 O -7.7227 -4.2983 -0.4223
94 O -0.0444 4.8589 -4.5423
95 C 8.0034 -1.0384 1.1962
96 H -9.1824 -6.6742 0.0841
97 H 4.4323 0.0794 -1.0560
98 H -1.0995 6.6323 -6.4885
99 H 5.8709 -2.9377 1.9167
100 C -9.2613 2.6759 4.1249
101 H -8.5279 3.3796 3.7296
102 C -11.4038 2.1304 3.3643
103 H 8.8487 -1.0334 1.8729
104 H 3.1135 1.8977 -3.5052
105 H 3.4192 1.3948 1.2319
106 H -2.4850 2.5040 0.4051
107 H 4.5722 3.3355 -4.3951
108 H -5.5979 0.5862 -0.0788
109 C -2.2999 2.3364 -0.6617
110 H -1.0756 4.2504 -6.2278
111 H -8.8205 -3.4634 -1.9586
112 C 5.0671 2.7060 -3.6831
113 H 7.2250 -2.8107 3.0676
114 H -8.7265 1.8641 4.6294
115 C 8.0461 -2.3221 0.3926
116 H -3.9301 4.5091 -2.6002
117 H -11.8884 2.9027 2.7573
118 C -7.3111 -5.6576 -0.2672
119 C 6.7491 -3.4318 2.3187
120 H -1.1064 -2.8815 -0.3915
121 H 6.4623 1.0964 3.5065
122 H 0.6516 7.9630 -5.4209
123 H -8.5159 1.4563 1.5304
124 C 6.7356 0.6364 -0.2095
125 C 8.8568 1.0748 5.7925
126 H 0.6904 -1.7110 -1.0065
127 C 8.1137 0.2041 0.3051
128 H 1.0427 1.5604 2.7478
129 H -3.0261 -2.0512 -2.5634
130 H -8.7456 1.8208 -0.1764
131 C -2.2787 3.6570 -1.4305
132 C -10.2716 3.3341 5.0548
133 H 2.4083 -1.4554 0.8457
134 H 1.6275 -3.0132 -1.8114
135 H 9.1252 0.4758 6.6610
136 C -0.3945 -2.9822 -2.4031
137 C 2.8192 0.3336 3.0156
138 H 1.8324 6.6717 -5.6599
139 H 7.4025 -2.2748 -0.4804
140 C 5.0383 -0.1765 -1.9252
141 H -7.1713 2.1451 0.6214
142 H 7.1046 -0.9149 1.7838
143 C 7.7524 -3.6021 1.1882
144 H -6.8756 -1.9959 0.4806
145 H -1.8471 4.4755 -0.8561
146 H -0.1333 -4.0038 -2.6493
147 H 5.7436 -6.3562 1.6947
148 H 7.1689 -0.5353 -1.9331
149 H 8.5062 0.9894 0.9345
150 O 8.5216 0.9435 3.4536
151 H 7.2636 -5.3932 3.0173
152 H -5.2547 2.2695 -1.7662

Cartesian forces (eV/Å) of the 3 atoms listed first:
0.29 0.18 -0.19
-0.54 0.21 -0.09
-0.08 0.01 0.03

# 2
Entry from OMol25: an isolated molecule of C4H5NO2 (the ωB97M-V functional and the def2-TZVPD basis).

The largest force on an atom is 0.49 eV/Å. As for the spin multiplicity: 1. The energy comes out at -360.53009 Eh. The HOMO energy (alpha / beta) comes out at -9.654 / -9.653 eV.

Positions of all 12 atoms, in Å:
1 H 1.5315 -0.8768 0.1685
2 N 0.0821 -0.1094 1.5924
3 C 0.5026 -1.0361 0.5088
4 H 0.3589 -2.0523 0.8752
5 O -1.1222 0.1896 -2.5282
6 H 0.2224 1.8384 2.1250
7 H 0.7950 0.4143 -1.8925
8 C -0.5069 -0.5419 -0.3854
9 C -0.2481 0.1084 -1.6991
10 H -1.5465 -0.7778 -0.1749
11 C 0.0615 1.1684 1.2666
12 O -0.1303 1.6753 0.1437

Cartesian forces (eV/Å) of the 3 atoms listed first:
-0.14 -0.01 0.06
-0.04 0.34 0.07
0.06 -0.16 -0.28

# 3
Entry from OMol25: a structure of composition C16H19BiN6O3Se2 (the ωB97M-V functional and the def2-TZVPD basis).

The largest force on an atom is 0.93 eV/Å. As for the spin multiplicity: 1. The energy comes out at -6192.40734 Eh. Its charge is +2. The HOMO energy comes out at -14.434 eV.

Positions of all 47 atoms, in Å:
1 N -1.0384 4.0171 -0.3950
2 H 3.0749 -1.3912 -1.7608
3 H -2.6556 3.6969 -1.7234
4 H -0.6498 1.2947 2.6981
5 N 1.1624 -0.7775 -2.3999
6 H -0.6028 5.9259 -1.1539
7 H 0.7854 -0.1178 -3.0749
8 H -3.0309 -6.0445 -1.7385
9 H 2.5529 -2.2564 3.7408
10 H 1.8568 2.5998 0.0363
11 H -1.5708 -2.1081 -2.5994
12 C 1.8345 -1.4700 3.5633
13 H -0.1996 5.6746 0.5628
14 N -0.7284 -3.0447 -0.9817
15 O -2.5144 0.9141 -1.0095
16 H 1.7677 -0.7836 5.5878
17 H -3.0706 3.5473 -0.0158
18 N 0.4197 -0.3174 2.0348
19 C -0.9164 5.4456 -0.2256
20 C -0.0695 3.1094 -0.2836
21 Se 1.7948 -2.3357 0.7759
22 H 0.2076 1.0897 5.0546
23 N 1.1926 3.3623 0.0068
24 Se 0.5295 -4.2305 1.2419
25 H 1.0082 -1.7127 -2.7670
26 C -1.5268 -5.2335 -0.4405
27 C -0.7135 -4.1287 -0.2210
28 C -1.5665 -3.0242 -2.0221
29 H -1.4692 -6.0776 0.2305
30 C 1.4076 -0.6290 4.5825
31 C -2.3864 -4.0855 -2.3500
32 C 0.0468 0.5226 2.9915
33 C -2.2800 3.3665 -0.7504
34 C 1.3064 -1.2696 2.3033
35 Bi -0.0799 -0.4723 -0.3049
36 H 3.1197 -0.1956 -3.0696
37 H 1.5478 4.3023 0.0815
38 C 0.5213 0.3994 4.2879
39 O 1.8558 0.4526 -0.1047
40 O 3.4813 1.5047 -1.1632
41 N -0.5361 1.8524 -0.4772
42 C -2.3777 -5.2109 -1.5296
43 C -1.8636 1.9092 -0.7777
44 C 2.6991 0.6024 -1.1080
45 H -1.8848 5.8554 0.0557
46 C 2.5833 -0.5028 -2.1692
47 H -3.0249 -4.0265 -3.2172

Cartesian forces (eV/Å) of the 3 atoms listed first:
0.18 -0.18 0.10
-0.12 0.05 -0.12
0.05 -0.08 0.01

# 4
Entry from OMol25: an isolated molecule of C3H5N3OS in a non-equilibrium geometry (the ωB97M-V functional and the def2-TZVPD basis).

The largest force on an atom is 7.55 eV/Å. As for the spin multiplicity: 1. The energy comes out at -754.82027 Eh. The HOMO energy comes out at -9.012 eV.

Positions of all 13 atoms, in Å:
1 H 1.9993 1.9350 2.6312
2 N 2.2519 0.0884 -0.1592
3 N -0.0816 -0.0579 -0.4463
4 H -0.7294 -1.7001 -1.7936
5 H 3.3144 -0.0740 1.7928
6 C 2.4755 0.5341 1.1955
7 N 1.8109 1.5068 1.6021
8 O -0.5280 0.6896 0.8455
9 C -1.1900 -0.8623 -1.0623
10 H 1.3127 -0.3230 -1.8342
11 S -2.8053 -0.9142 -0.7131
12 C 1.1917 -0.1337 -0.7679
13 H 0.4798 1.2837 0.6817

Cartesian forces (eV/Å) of the 3 atoms listed first:
-0.34 -1.65 -3.22
3.08 0.56 3.02
-7.21 -0.68 2.14

# 5
Entry from OMol25: the ion C3H7NO2P with charge -1 in a non-equilibrium geometry (the ωB97M-V functional and the def2-TZVPD basis).

The largest force on an atom is 6.36 eV/Å. As for the spin multiplicity: 1. The energy comes out at -665.07789 Eh. Its charge is -1. The HOMO energy comes out at -3.587 eV.

Positions of all 14 atoms, in Å:
1 H -0.4220 -2.1032 1.0723
2 H -1.0390 2.9561 0.0101
3 C -0.9207 -1.5611 0.1985
4 H -1.0146 1.6640 -1.3376
5 H -1.5613 -2.2968 -0.2649
6 C 0.4241 1.4671 0.2724
7 O 2.6077 0.1710 -0.8853
8 C -0.5814 2.0755 -0.3664
9 H 0.8300 1.8552 1.1837
10 N 0.0380 -0.9760 -0.8386
11 P 1.3217 -0.0166 -0.0560
12 H -1.5354 -0.7113 0.4583
13 O 1.4722 -0.7184 1.8821
14 H 0.3807 -1.8055 -1.3284

Cartesian forces (eV/Å) of the 3 atoms listed first:
-0.41 1.37 -0.99
-0.26 0.74 0.33
1.21 0.09 0.01

# 6
Entry from OMol25: a structure of composition C59H46Br2N9O3Sc (the ωB97M-V functional and the def2-TZVPD basis).

The largest force on an atom is 0.71 eV/Å. As for the spin multiplicity: 1. The energy comes out at -8903.48886 Eh. The HOMO energy comes out at -6.246 eV.

Positions of all 120 atoms, in Å:
1 N 1.2596 2.9204 -0.8448
2 C 2.4993 4.2761 -2.3692
3 Br -1.1713 5.2833 -4.9410
4 C -2.0228 -6.2223 0.3099
5 H 4.9258 0.3861 -5.9157
6 C -4.1516 2.3626 2.9745
7 C 2.5397 -2.5852 -1.1684
8 H -2.5817 -3.6428 2.5696
9 C -1.1611 -7.1980 0.7958
10 C -1.0209 -2.1904 1.8482
11 Br -3.9156 2.4212 -0.9567
12 N -3.1051 -0.9564 -0.6240
13 H 2.6740 2.8459 5.5804
14 H 5.6188 1.1105 0.1741
15 C -5.9697 2.2349 4.5441
16 H -5.7382 0.7957 6.1177
17 C -1.6976 -4.8777 0.4387
18 C 0.9787 -2.6044 0.4582
19 H 5.0284 6.4235 5.6936
20 H -0.6530 -6.7238 -3.3057
21 C -1.1016 4.2620 -3.3393
22 C 3.1588 -0.1705 -0.8694
23 H -3.6956 2.7960 2.0926
24 H 1.4272 5.1641 -3.9870
25 C 2.3912 3.4420 -1.2399
26 H 5.5048 1.0923 -1.7549
27 C 3.3972 0.7587 0.2005
28 C 2.3382 -1.2617 -0.6080
29 H -2.8471 -0.1683 -2.5941
30 H -3.8290 -1.4612 3.4253
31 H -2.5637 -0.2698 -0.1066
32 C -1.1008 1.8189 3.1789
33 H -5.8994 3.5940 2.8823
34 H -2.1380 -2.4947 -6.0251
35 H -3.5147 -1.2739 -4.5365
36 C -3.1939 -2.2808 -2.6600
37 C -2.8752 -1.5154 2.9282
38 H -3.2024 3.9556 -3.3211
39 C -1.0538 -0.9989 -1.9323
40 C -2.0244 -2.7361 -4.9688
41 H 0.5399 4.3405 4.5231
42 H 3.2752 3.1812 -0.6658
43 C 0.3361 -5.4727 1.5574
44 C 5.3400 0.7911 -3.8459
45 C 4.6574 1.3214 0.6060
46 N 1.4110 -1.3185 0.3911
47 N 2.4317 1.1246 1.0653
48 C 0.1288 3.2264 -1.5216
49 C -2.1662 0.8948 3.1077
50 H -3.5310 0.0227 5.3363
51 H -1.6125 -6.6994 -4.7329
52 H 6.2617 1.3210 -4.0513
53 C -2.5818 -1.0490 -1.9811
54 C 1.3790 4.5480 -3.0994
55 C 1.7601 -3.4238 -0.4556
56 C -5.3886 2.8043 3.4186
57 C -2.0006 -0.4017 2.6511
58 H -0.5453 -3.1862 -2.8724
59 H -4.2234 -2.3189 -2.2968
60 C -2.2607 3.7638 -2.8262
61 H -1.4158 -8.2465 0.7041
62 C 0.1332 4.0261 -2.6866
63 H 1.9934 -0.9523 -3.1056
64 N 0.1400 1.6070 2.6765
65 C -0.1471 -3.0409 1.1584
66 C 4.4777 5.6794 5.1326
67 C 3.7284 -0.0304 -2.2287
68 N -0.4767 -4.2246 -3.0270
69 C -2.2451 -2.6227 2.4860
70 H -2.7162 -3.1873 -2.2818
71 H 3.4635 4.6752 -2.6537
72 C -5.3006 1.2294 5.2273
73 C 3.8626 4.6235 5.7910
74 C -2.2466 3.0037 -1.6451
75 N -0.8909 -0.8463 1.9654
76 Sc 0.3066 0.5834 0.7494
77 O -0.3959 -1.6187 -2.8051
78 C 4.3819 5.7781 3.7518
79 C 3.6802 4.8216 3.0321
80 C 4.4155 2.0595 1.7221
81 H 1.2538 -5.1764 2.0508
82 H 3.9343 4.5391 6.8677
83 H 4.8498 6.6048 3.2328
84 H -1.1272 -2.2427 -4.6042
85 C 2.9664 -0.5165 -3.3009
86 C -3.2591 -2.2802 -4.1930
87 O -0.5389 -0.2118 -1.1087
88 C 0.1636 3.4769 4.0000
89 H 0.6879 -7.5705 1.8190
90 C -0.5119 -4.4845 1.0593
91 C 4.5940 0.2665 -4.8924
92 C 2.3084 2.7262 2.9162
93 N -1.1987 -6.2011 -3.9670
94 C 4.9104 0.6549 -2.5366
95 C -4.0636 0.7852 4.7813
96 C 3.1552 3.6717 5.0713
97 C 3.4015 -0.3805 -4.6103
98 H 3.2541 -2.8318 -1.9370
99 H -2.4141 -4.7453 -5.4998
100 O -1.0454 2.0197 0.1463
101 C -3.4819 1.3380 3.6437
102 H -1.9693 3.4001 4.5040
103 H 2.7850 -0.7578 -5.4167
104 H -0.0330 -4.7583 -2.2987
105 C 3.0608 3.7580 3.6834
106 N -1.8165 -4.1913 -4.9085
107 C 0.0189 -6.8176 1.4217
108 H -2.9563 -6.5055 -0.1617
109 C -1.0867 2.6989 -0.9498
110 C 3.0089 1.9755 1.9789
111 H 1.7247 -4.5003 -0.5204
112 H -2.3701 -4.1104 0.0705
113 H -6.9367 2.5768 4.8901
114 H -4.0871 -2.9296 -4.4976
115 H 3.5944 4.9016 1.9551
116 H -4.0583 -0.6116 -0.6380
117 C 0.9386 2.5975 3.1748
118 C -1.1555 -4.8510 -3.9565
119 H 5.1371 2.5811 2.3292
120 C -1.1106 3.0043 3.9867

Cartesian forces (eV/Å) of the 3 atoms listed first:
-0.22 -0.05 -0.03
0.00 -0.01 0.01
0.01 0.00 0.02